The following is a quantum chemistry calculation of a 2-piece molecular cluster, C2H8NPS overall, from the Open Molecules 2025 dataset.

```
13
C2H8NPS | the Open Molecules 2025 dataset | wB97M-V/def2-TZVPD
C 2.04314 -1.19088 0.76209
C -2.18244 0.99052 0.32272
N 0.12028 -1.19115 -1.07200
P 0.60971 -0.35704 0.31548
S 1.43941 1.52636 -0.27183
H 1.99201 -2.26750 0.78663
H 2.67029 -0.73287 1.51155
H -2.07779 1.64247 1.16631
H -2.08412 1.40588 -0.66345
H -2.80440 0.12582 0.44388
H 0.77802 -1.19559 -1.84508
H -0.81337 -0.94711 -1.37087
H 0.30923 2.19108 -0.08543
```

Properties
Energy above the lowest of the compared OMol25 structures with the same formula, charge and spin, kcal per mole: 59.16
Charge: 0
LUMO energy (alpha / beta), eV: -0.1 / -0.6